Record 1
Density functional theory data (ωB97M-V/def2-TZVPD) for a molecular structure, C23H17F6IN3O6S3V.

Calculated values
Net charge: 0
HOMO energy (alpha / beta): -0.32113 / -0.32116 Ha
Calculated total energy: -123481.4910 eV
Orbital gap (alpha / beta): 8.6 / 8.6 eV
ΔE to the lowest compared entry with this formula, charge and spin: 0.00 kcal/mol

Positions of all 60 atoms, in Å:
V1 -0.031 -0.163 -0.190
F1 -0.976 2.586 -2.481
C1 -0.454 3.595 -1.787
F2 -1.406 4.134 -1.028
F3 0.010 4.511 -2.622
S1 0.897 2.977 -0.696
O1 0.264 1.906 0.074
O2 1.360 4.099 0.036
N1 1.913 2.449 -1.764
S2 2.557 1.034 -1.834
O3 1.942 0.068 -0.917
O4 3.976 1.036 -1.859
C2 1.981 0.430 -3.474
F4 2.503 -0.768 -3.704
F5 2.326 1.261 -4.443
F6 0.647 0.321 -3.440
I1 -8.071 3.450 -0.776
C3 -6.402 2.229 -0.498
C4 -6.576 0.925 -0.056
C5 -5.465 0.118 0.126
C6 -4.192 0.607 -0.137
C7 -4.032 1.915 -0.576
C8 -5.136 2.734 -0.757
C9 -3.007 -0.286 0.067
O5 -3.141 -1.394 0.573
O6 -1.877 0.203 -0.348
H1 -7.568 0.543 0.142
H2 -5.574 -0.901 0.472
H3 -3.039 2.291 -0.772
H4 -5.011 3.753 -1.095
N2 -1.332 -3.486 0.715
C10 -0.179 -3.341 0.081
S3 -0.126 -2.283 -1.294
N3 0.850 -4.078 0.511
C11 2.222 -4.118 0.127
C12 2.918 -3.007 -0.319
C13 4.269 -3.127 -0.615
C14 4.927 -4.336 -0.451
C15 4.227 -5.439 0.019
C16 2.877 -5.332 0.304
H5 -2.053 -2.771 0.550
H6 -1.368 -3.990 1.588
H7 0.640 -4.700 1.280
H8 2.426 -2.056 -0.425
H9 4.805 -2.254 -0.965
H10 5.981 -4.417 -0.680
H11 4.728 -6.387 0.157
H12 2.326 -6.196 0.659
C17 0.157 -0.779 1.314
C18 0.135 -1.404 2.617
C19 1.282 -2.037 3.106
C20 1.241 -2.716 4.314
C21 0.061 -2.765 5.045
C22 -1.080 -2.130 4.569
C23 -1.049 -1.455 3.360
H13 2.195 -1.992 2.525
H14 2.133 -3.202 4.689
H15 0.033 -3.291 5.991
H16 -1.998 -2.164 5.142
H17 -1.940 -0.978 2.971

=====

Record 2
Density functional theory data (ωB97M-V/def2-TZVPD) for 2 unconnected molecules or ions with the total composition C23H17N2O4S2.

Calculated values
Net charge: -1
HOMO energy: -0.11747 Ha
Calculated total energy: -56965.4088 eV
Orbital gap: 5.1 eV
ΔE to the lowest compared entry with this formula, charge and spin: 51.43 kcal/mol

Positions of all 48 atoms, in Å:
C1 -0.387 -4.389 -1.270
C2 0.074 -3.536 -2.275
C3 0.273 -2.177 -2.014
C4 -0.002 -1.700 -0.730
S1 0.332 -0.006 -0.221
C5 -1.233 0.892 -0.113
C6 -1.356 1.736 0.922
S2 -2.495 0.682 -1.387
C7 -3.800 -0.453 -0.841
C8 -3.730 -1.815 -1.153
C9 -4.775 -2.671 -0.785
C10 -5.929 -2.157 -0.189
C11 -6.019 -0.787 0.065
C12 -4.960 0.065 -0.258
O1 -3.128 1.968 -1.580
O2 -1.849 -0.009 -2.488
O3 0.703 -0.139 1.189
O4 1.232 0.604 -1.160
C13 -0.433 -2.546 0.282
C14 -0.647 -3.891 0.011
H1 -0.531 -5.451 -1.473
H2 0.285 -3.921 -3.276
H3 0.639 -1.489 -2.774
H4 -2.250 2.361 0.969
H5 -0.633 1.776 1.720
H6 -2.861 -2.213 -1.674
H7 -4.691 -3.740 -0.986
H8 -6.759 -2.821 0.060
H9 -6.923 -0.372 0.507
H10 -5.032 1.134 -0.066
H11 -0.583 -2.134 1.278
H12 -1.006 -4.531 0.816
C15 2.649 1.522 1.390
C16 1.653 2.089 2.165
N1 0.921 2.750 2.812
C17 3.808 2.381 1.136
C18 4.988 1.820 0.576
C19 6.153 2.576 0.436
C20 6.163 3.936 0.778
C21 4.994 4.517 1.297
C22 3.829 3.765 1.450
C23 2.891 0.129 1.283
N2 3.338 -0.962 1.163
H13 5.011 0.772 0.268
H14 7.064 2.090 0.077
H15 7.065 4.535 0.629
H16 5.016 5.565 1.602
H17 2.931 4.248 1.834

=====

Record 3
Density functional theory data (ωB97M-V/def2-TZVPD) for a molecular structure, C23H17N6PtS.

Calculated values
Net charge: +1
Multiplicity: 3
HOMO energy (alpha / beta): -0.31316 / -0.39772 Ha
Calculated total energy: -47143.1572 eV
Orbital gap (alpha / beta): 5.7 / 7.1 eV
ΔE to the lowest compared entry with this formula, charge and spin: 0.00 kcal/mol

Positions of all 48 atoms, in Å:
Pt1 -0.011 0.051 0.078
N1 -4.310 0.004 0.083
C1 -3.044 -0.404 0.045
N2 -2.035 0.402 -0.043
C2 -2.244 1.820 -0.056
N3 -1.235 2.623 -0.057
N4 -0.053 1.993 -0.033
C3 1.141 2.603 -0.085
C4 2.259 1.747 -0.073
C5 3.597 2.183 -0.114
C6 4.613 1.266 -0.087
C7 4.319 -0.106 -0.025
C8 3.002 -0.492 0.003
N5 1.997 0.392 -0.025
C9 -3.621 2.302 -0.076
C10 -3.946 3.654 -0.157
C11 -5.270 4.053 -0.157
C12 -6.288 3.109 -0.078
C13 -5.983 1.762 0.003
C14 -4.655 1.370 0.004
H1 -5.044 -0.682 0.157
H2 -2.863 -1.471 0.080
H3 1.205 3.679 -0.150
H4 3.799 3.244 -0.164
H5 5.643 1.597 -0.112
H6 5.098 -0.853 0.002
H7 2.720 -1.535 0.051
H8 -3.144 4.376 -0.218
H9 -5.513 5.105 -0.220
H10 -7.323 3.421 -0.078
H11 -6.771 1.020 0.065
S1 0.028 -1.891 4.213
C15 0.015 -0.221 4.560
C16 -0.004 0.559 3.437
C17 -0.007 -0.220 2.257
C18 0.011 -1.563 2.515
C19 0.025 -2.552 1.460
C20 0.044 -3.934 1.649
C21 0.058 -4.772 0.556
C22 0.052 -4.229 -0.728
C23 0.033 -2.861 -0.857
N6 0.017 -2.039 0.205
H12 0.024 0.107 5.589
H13 -0.012 1.640 3.469
H14 0.051 -4.328 2.657
H15 0.075 -5.845 0.694
H16 0.066 -4.855 -1.608
H17 0.037 -2.384 -1.828

=====

Record 4
Density functional theory data (ωB97M-V/def2-TZVPD) for a molecular structure, C23H18AsNOOsS2.

Calculated values
Net charge: +1
Multiplicity: 2
HOMO energy (alpha / beta): -0.40714 / -0.41550 Ha
Calculated total energy: -112649.8654 eV
Orbital gap (alpha / beta): 6.8 / 6.8 eV
ΔE to the lowest compared entry with this formula, charge and spin: 7.81 kcal/mol

Positions of all 47 atoms, in Å:
Os1 0.158 -1.352 -2.118
S1 2.312 -1.658 -2.193
C1 3.099 -1.502 -0.603
C2 4.481 -1.625 -0.522
C3 5.099 -1.572 0.720
C4 4.344 -1.414 1.876
C5 2.964 -1.271 1.791
C6 2.355 -1.291 0.546
As1 0.484 -0.967 0.260
C7 -0.367 -1.334 1.943
C8 -0.606 -0.305 2.845
C9 -1.128 -0.613 4.095
C10 -1.414 -1.927 4.434
C11 -1.179 -2.950 3.526
C12 -0.657 -2.656 2.277
C13 0.398 0.972 0.152
C14 -0.862 1.559 0.063
C15 -0.977 2.928 -0.122
C16 0.167 3.711 -0.228
C17 1.420 3.124 -0.136
C18 1.539 1.752 0.056
H1 5.063 -1.775 -1.423
H2 6.174 -1.667 0.786
H3 4.827 -1.402 2.844
H4 2.374 -1.134 2.690
H5 -0.380 0.722 2.596
H6 -1.311 0.183 4.805
H7 -1.821 -2.155 5.410
H8 -1.403 -3.975 3.789
H9 -0.474 -3.456 1.570
H10 -1.758 0.951 0.143
H11 -1.957 3.385 -0.181
H12 0.080 4.780 -0.374
H13 2.311 3.734 -0.213
H14 2.521 1.301 0.120
O1 -1.846 -1.415 -2.525
N1 -2.441 -0.312 -2.981
C19 -3.794 -0.314 -3.060
C20 -4.440 0.788 -3.537
C21 -3.691 1.905 -3.938
C22 -2.324 1.877 -3.846
C23 -1.685 0.731 -3.354
S2 0.031 0.577 -3.206
H15 -4.266 -1.225 -2.729
H16 -5.518 0.781 -3.593
H17 -4.189 2.787 -4.317
H18 -1.712 2.717 -4.140

=====

Record 5
Density functional theory data (ωB97M-V/def2-TZVPD) for a molecular structure, C23H18BrN7O5Zr.

Calculated values
Net charge: +2
HOMO energy: -0.46941 Ha
Calculated total energy: -116120.7921 eV
Orbital gap: 5.7 eV
ΔE to the lowest compared entry with this formula, charge and spin: 27.72 kcal/mol

Positions of all 55 atoms, in Å:
Zr1 -0.148 -0.044 0.260
O1 4.215 -0.018 4.126
C1 4.714 0.120 2.931
O2 5.875 0.278 2.696
C2 3.764 0.080 1.733
C3 4.276 0.140 0.438
N1 3.247 0.117 -0.412
N2 2.068 0.044 0.233
C4 2.368 0.025 1.558
C5 1.272 -0.077 2.609
O3 1.558 -0.274 3.763
O4 0.053 0.055 2.162
H1 3.243 -0.147 4.205
H2 5.305 0.191 0.135
H3 3.301 0.139 -1.427
Br1 -0.105 5.996 -5.974
C6 -1.193 6.139 -4.432
C7 -2.009 5.067 -4.073
C8 -2.729 5.123 -2.902
C9 -2.660 6.266 -2.090
C10 -1.915 7.377 -2.513
C11 -1.166 7.302 -3.667
N3 -3.305 6.367 -0.878
N4 -3.623 5.422 -0.178
C12 -3.224 4.133 -0.148
C13 -4.157 3.095 -0.025
C14 -3.766 1.769 -0.029
C15 -2.417 1.420 -0.100
O5 -1.965 0.147 -0.158
C16 -1.441 2.446 -0.104
N5 -0.110 2.050 -0.095
C17 0.828 3.010 -0.043
C18 0.526 4.358 0.044
C19 -0.802 4.772 0.049
C20 -1.817 3.825 -0.080
H4 -2.070 4.201 -4.711
H5 -3.382 4.306 -2.632
H6 -1.909 8.263 -1.899
H7 -0.560 8.136 -3.979
H8 -5.205 3.348 0.012
H9 -4.499 0.976 0.012
H10 1.871 2.691 -0.046
H11 1.323 5.078 0.138
H12 -1.042 5.817 0.188
C21 0.169 -5.366 -1.299
N6 -0.042 -4.604 -0.076
C22 -0.400 -5.337 1.130
C23 -0.024 -3.337 -0.091
N7 0.064 -2.167 -0.126
H13 0.772 -6.243 -1.064
H14 0.694 -4.763 -2.038
H15 -0.783 -5.699 -1.717
H16 0.244 -6.213 1.210
H17 -1.438 -5.671 1.084
H18 -0.261 -4.713 2.011